# 1
{"formula": "C6H36BNO10", "method": "wB97M-V/def2-TZVPD", "e_tot_ev": -29438.05998, "gap_ev": 7.9, "homo_ev": -9.080, "multiplicity": 1, "molar_mass_g_mol": 293.2, "largest_force_ev_per_a": 7.1, "elements": ["C", "O", "C", "C", "N", "H", "H", "C", "C", "O", "C", "H", "H", "H", "H", "H", "H", "H", "H", "H", "H", "H", "H", "H", "H", "B", "H", "H", "H", "H", "O", "H", "H", "O", "H", "H", "O", "H", "H", "O", "H", "H", "O", "H", "H", "O", "H", "H", "O", "H", "H", "O", "H", "H"], "coordinates": [[3.38, 3.79, 4.74], [2.80, 2.97, 3.65], [1.44, 3.17, 3.56], [0.90, 2.18, 2.60], [-0.49, 2.20, 2.35], [-1.21, 2.40, 3.11], [-0.75, 2.89, 1.81], [-1.22, 1.19, 1.71], [-1.14, -0.14, 2.32], [-2.27, -1.07, 2.17], [-1.90, -2.35, 2.52], [4.36, 3.51, 4.99], [2.76, 3.85, 5.64], [3.31, 4.79, 4.39], [1.42, 4.17, 3.09], [0.96, 3.02, 4.55], [1.22, 1.14, 2.79], [1.37, 2.18, 1.68], [-0.91, 0.89, 0.83], [-2.14, 1.63, 1.81], [-1.02, -0.03, 3.43], [-0.06, -0.54, 2.19], [-1.32, -2.30, 3.31], [-1.37, -2.95, 1.76], [-2.79, -3.13, 2.47], [0.46, -0.79, -1.96], [-0.20, -1.49, -2.88], [1.64, -0.68, -2.47], [0.06, 0.39, -1.62], [0.57, -1.43, -0.90], [-2.78, -3.43, -3.79], [-3.05, -4.07, -4.45], [-2.61, -2.57, -4.29], [1.15, 0.78, -5.34], [0.97, 0.49, -4.49], [1.73, 0.08, -5.71], [1.15, -2.95, -4.97], [1.28, -2.34, -4.25], [1.26, -3.73, -4.57], [-1.77, -3.60, -1.38], [-1.21, -2.86, -1.38], [-2.23, -3.40, -2.15], [2.14, -2.88, -1.17], [1.82, -1.97, -1.34], [2.77, -2.61, -0.54], [2.23, 1.14, -0.52], [1.62, 0.78, -1.13], [2.40, 0.74, 0.33], [-2.88, -0.07, -0.79], [-2.08, -0.44, -1.18], [-3.37, -0.72, -0.25], [-2.49, 1.48, -3.46], [-1.71, 1.74, -4.01], [-2.16, 0.97, -2.80]]}

---

# 2
{"formula": "C44H66As3NNaOPSTe", "method": "wB97M-V/def2-TZVPD", "e_tot_ev": -264578.10895, "gap_ev": [4.0, 4.0], "homo_ev": [-3.955, -3.953], "multiplicity": 1, "molar_mass_g_mol": 1063.4, "largest_force_ev_per_a": 6.0, "elements": ["Na", "C", "As", "C", "C", "C", "C", "C", "As", "C", "C", "C", "As", "C", "C", "H", "H", "H", "H", "H", "H", "H", "H", "H", "H", "H", "H", "H", "H", "H", "H", "H", "H", "H", "H", "H", "H", "H", "H", "H", "H", "H", "N", "C", "H", "Te", "C", "C", "C", "C", "C", "C", "H", "H", "H", "H", "H", "C", "C", "C", "C", "P", "C", "C", "C", "C", "C", "C", "C", "C", "C", "C", "H", "H", "H", "H", "H", "H", "H", "H", "H", "H", "H", "H", "H", "H", "H", "H", "H", "H", "H", "H", "H", "H", "H", "O", "S", "C", "C", "C", "C", "C", "C", "C", "C", "C", "C", "C", "C", "H", "H", "H", "H", "H", "H", "H", "H", "H", "H"], "coordinates": [[12.85, 13.90, 11.42], [15.59, 14.11, 16.38], [15.32, 14.94, 14.53], [14.11, 16.46, 15.26], [16.97, 16.17, 14.60], [18.36, 15.57, 14.32], [19.36, 16.61, 14.86], [18.51, 15.48, 12.77], [17.31, 14.32, 11.72], [18.79, 13.33, 10.77], [17.28, 15.86, 10.33], [18.56, 14.20, 15.05], [19.95, 12.80, 14.62], [21.65, 13.84, 14.83], [20.02, 11.92, 16.46], [15.85, 14.99, 17.03], [16.42, 13.37, 16.31], [14.62, 13.70, 16.75], [14.71, 17.35, 15.50], [13.73, 16.06, 16.20], [13.39, 16.72, 14.47], [16.84, 16.68, 15.53], [16.77, 16.94, 13.82], [19.39, 17.52, 14.25], [20.41, 16.28, 14.95], [19.11, 16.96, 15.87], [19.54, 15.12, 12.53], [18.45, 16.47, 12.28], [19.71, 13.95, 10.87], [18.54, 13.15, 9.75], [19.03, 12.41, 11.36], [18.31, 16.19, 10.15], [16.73, 16.75, 10.66], [16.85, 15.53, 9.38], [17.66, 13.58, 14.88], [18.61, 14.41, 16.12], [21.61, 14.58, 14.04], [22.44, 13.11, 14.66], [21.66, 14.23, 15.85], [19.19, 11.22, 16.58], [19.93, 12.67, 17.29], [20.99, 11.46, 16.49], [13.13, 15.75, 9.76], [13.44, 16.83, 10.24], [12.62, 15.43, 8.88], [14.30, 18.12, 11.72], [15.01, 19.84, 10.52], [14.63, 20.17, 9.20], [14.97, 21.44, 8.74], [15.65, 22.38, 9.48], [16.11, 22.05, 10.75], [15.82, 20.77, 11.23], [14.03, 19.48, 8.58], [14.73, 21.71, 7.71], [15.80, 23.38, 9.13], [16.75, 22.70, 11.39], [16.25, 20.42, 12.20], [15.26, 7.77, 10.10], [15.21, 9.00, 11.06], [15.40, 8.51, 12.56], [16.44, 9.86, 10.82], [13.73, 10.12, 10.89], [13.68, 10.18, 9.09], [14.12, 11.40, 8.49], [13.95, 11.56, 7.13], [13.64, 10.45, 6.32], [13.33, 9.23, 6.93], [13.24, 9.11, 8.30], [12.07, 9.18, 11.45], [12.03, 7.64, 11.19], [11.97, 9.47, 12.96], [10.84, 9.84, 10.80], [16.00, 7.01, 10.45], [15.53, 8.00, 9.05], [14.32, 7.20, 10.03], [16.41, 8.10, 12.62], [14.68, 7.76, 12.87], [15.34, 9.39, 13.22], [17.37, 9.25, 10.96], [16.54, 10.63, 11.60], [16.53, 10.35, 9.86], [14.45, 12.23, 9.12], [14.26, 12.51, 6.70], [13.50, 10.57, 5.27], [13.19, 8.36, 6.28], [12.87, 8.23, 8.76], [12.94, 7.10, 11.56], [11.91, 7.50, 10.07], [11.12, 7.24, 11.67], [12.80, 8.98, 13.53], [11.01, 9.18, 13.37], [12.09, 10.54, 13.17], [10.85, 9.63, 9.75], [10.96, 10.95, 10.89], [9.90, 9.51, 11.30], [10.61, 13.91, 11.40], [9.97, 15.23, 11.87], [8.74, 15.57, 10.57], [7.73, 16.50, 10.84], [6.78, 16.77, 9.87], [6.78, 16.08, 8.62], [7.84, 15.26, 8.31], [8.78, 14.96, 9.30], [8.89, 14.64, 13.10], [8.46, 13.34, 13.04], [7.39, 12.96, 13.84], [6.88, 13.89, 14.75], [7.40, 15.20, 14.85], [8.39, 15.61, 13.97], [7.69, 16.99, 11.82], [5.92, 17.42, 10.13], [6.04, 16.32, 7.84], [7.91, 14.69, 7.40], [9.66, 14.35, 9.10], [8.97, 12.61, 12.41], [6.93, 11.96, 13.80], [6.08, 13.56, 15.42], [7.10, 15.89, 15.63], [8.65, 16.68, 13.89]]}

---

# 3
{"formula": "C7H21O9P2Pb", "method": "wB97M-V/def2-TZVPD", "e_tot_ev": -49848.26680, "charge": 1, "gap_ev": 6.5, "homo_ev": -11.934, "multiplicity": 1, "molar_mass_g_mol": 518.4, "largest_force_ev_per_a": 4.1, "elements": ["Pb", "C", "O", "H", "H", "H", "C", "O", "P", "O", "O", "C", "O", "C", "H", "H", "H", "H", "H", "H", "H", "H", "H", "C", "O", "P", "O", "O", "C", "O", "C", "H", "H", "H", "H", "H", "H", "H", "H", "H"], "coordinates": [[-13.66, -8.93, -6.35], [-13.92, -6.27, -9.01], [-13.64, -7.33, -8.14], [-14.83, -6.44, -9.59], [-14.04, -5.30, -8.52], [-13.15, -6.14, -9.77], [-21.34, -7.16, -10.69], [-20.87, -7.49, -11.99], [-19.58, -6.84, -12.64], [-19.53, -5.38, -12.80], [-18.35, -7.45, -11.75], [-17.08, -7.31, -12.30], [-19.33, -7.69, -13.99], [-19.97, -7.38, -15.22], [-21.43, -8.06, -10.08], [-22.41, -6.93, -10.69], [-20.83, -6.36, -10.16], [-16.34, -7.14, -11.50], [-16.97, -6.63, -13.14], [-16.71, -8.32, -12.49], [-19.72, -8.15, -15.94], [-19.51, -6.44, -15.54], [-21.06, -7.29, -15.16], [-10.32, -5.55, -7.11], [-9.68, -6.79, -6.80], [-10.08, -7.63, -5.46], [-11.42, -8.19, -5.66], [-8.94, -8.73, -5.39], [-8.98, -9.81, -4.47], [-9.87, -6.75, -4.16], [-8.73, -5.90, -4.04], [-10.76, -5.70, -8.09], [-9.57, -4.76, -7.08], [-11.18, -5.24, -6.50], [-9.94, -10.11, -4.06], [-8.29, -9.74, -3.63], [-8.69, -10.66, -5.10], [-8.36, -5.83, -3.02], [-8.86, -4.92, -4.48], [-7.86, -6.35, -4.52]]}